Entry 1:
{"formula": "C18H31Cl2N4O3SSm", "method": "the ωB97M-V functional and the def2-TZVPD basis", "e_homo_ev": [-6.962, -6.974], "orbital_gap_ev": [6.991, 7.004], "energy_ha": -3125.93114, "multiplicity": 6, "total_charge": 0, "largest_force_ev_per_a": 3.16, "species": ["O", "C", "C", "C", "H", "C", "H", "C", "H", "C", "H", "C", "H", "H", "C", "C", "H", "H", "H", "C", "C", "H", "H", "H", "H", "Sm", "Cl", "Cl", "C", "O", "N", "C", "C", "H", "H", "H", "H", "H", "H", "H", "H", "H", "C", "C", "N", "H", "C", "O", "H", "H", "H", "H", "N", "C", "N", "S", "H", "H", "H", "H"], "coordinates": [[-0.547, 1.437, -1.676], [0.488, 1.277, -2.476], [0.076, 0.676, -3.843], [-0.969, -0.248, -3.937], [-1.498, -0.573, -3.037], [-1.305, -0.797, -5.181], [-2.112, -1.532, -5.230], [-0.597, -0.417, -6.327], [-0.856, -0.838, -7.297], [0.461, 0.499, -6.232], [1.045, 0.780, -7.114], [0.785, 1.051, -4.989], [1.613, 1.760, -4.876], [0.957, 2.255, -2.726], [2.619, 1.313, -0.873], [1.709, 0.447, -1.706], [3.626, 1.371, -1.307], [2.753, 0.912, 0.144], [2.216, 2.327, -0.794], [2.062, -0.767, -2.177], [3.440, -1.343, -2.127], [1.348, -1.374, -2.741], [3.925, -1.278, -3.117], [3.397, -2.404, -1.849], [4.087, -0.835, -1.394], [0.314, -0.502, 0.235], [-1.012, -2.357, -1.023], [2.359, -1.872, 1.015], [-0.494, -2.590, 2.534], [-0.541, -1.343, 2.322], [-0.608, -3.144, 3.732], [-0.803, -2.345, 4.940], [-0.351, -4.563, 3.934], [-0.335, -3.281, 1.691], [-0.973, -1.300, 4.668], [0.079, -2.429, 5.592], [-1.664, -2.740, 5.495], [-0.231, -5.030, 2.953], [-1.192, -5.023, 4.464], [0.561, -4.712, 4.527], [1.031, 3.840, 3.871], [-0.530, 5.509, 2.384], [1.528, 3.692, 2.902], [0.027, 5.113, 1.523], [0.555, 3.789, 1.817], [2.010, 2.713, 2.884], [0.134, 2.711, 1.169], [0.627, 1.561, 1.363], [-0.640, 5.036, 0.660], [-0.674, 2.859, 0.439], [2.270, 4.489, 2.775], [0.852, 5.800, 1.294], [-3.977, -0.560, 2.689], [-3.634, -0.619, 1.383], [-4.163, -1.653, 0.703], [-2.669, 0.569, 0.663], [-4.361, -1.370, 3.159], [-3.478, 0.121, 3.252], [-3.892, -1.801, -0.257], [-4.843, -2.269, 1.131]], "forces_ev_per_angstrom": [[-1.0, -0.6, 2.5], [0.6, -0.9, 0.2], [0.6, -0.2, 0.2], [0.1, -0.1, -0.3], [0.2, 0.3, -0.3], [0.3, 0.3, 0.2], [0.2, 0.2, -0.1], [0.2, 0.1, 0.1], [0.0, 0.0, 0.2], [-0.1, 0.0, 0.2], [-0.3, -0.1, 0.2], [-0.2, -0.4, 0.0], [-0.3, -0.2, -0.2], [0.6, -0.2, 0.0], [0.3, -0.1, 0.1], [0.0, 0.7, -3.1], [-0.2, 0.0, 0.0], [0.1, 0.2, -0.1], [0.0, -0.1, 0.0], [0.4, 0.4, -0.1], [0.4, -0.4, 0.8], [0.0, 0.5, -0.1], [-0.4, 0.0, 0.2], [0.1, 0.2, -0.1], [-0.3, -0.2, -0.3], [-1.6, 1.2, -0.6], [-0.1, -0.4, 0.1], [0.3, -0.2, 0.2], [0.2, 1.6, -0.6], [-0.2, -1.8, 0.6], [0.1, 0.0, 0.4], [0.0, -0.1, 0.0], [-0.1, 0.0, -0.2], [-0.1, 0.1, 0.3], [0.1, -0.3, 0.0], [-0.2, 0.1, -0.2], [0.1, 0.1, -0.1], [0.0, -0.1, 0.2], [0.1, 0.0, -0.1], [-0.2, 0.1, -0.2], [0.1, -0.1, -0.2], [0.1, -0.1, -0.2], [0.0, 0.1, 0.0], [-0.1, -0.1, 0.0], [0.1, 0.0, 0.2], [-0.1, 0.2, 0.0], [0.4, -1.2, 0.1], [-0.8, 1.4, 0.1], [0.1, 0.1, 0.2], [0.3, -0.1, -0.1], [0.0, -0.2, 0.0], [-0.2, -0.2, 0.0], [0.2, 0.2, 0.4], [0.1, -0.1, -0.2], [0.0, 0.1, 0.2], [-0.2, -0.3, 0.0], [0.1, 0.2, -0.1], [-0.3, -0.3, -0.3], [0.1, 0.1, 0.1], [0.3, 0.1, -0.2]], "nbo_charge": [-0.899, 0.132, 0.050, -0.237, 0.246, -0.214, 0.206, -0.235, 0.204, -0.225, 0.205, -0.242, 0.201, 0.118, -0.663, -0.178, 0.229, 0.229, 0.220, -0.115, -0.664, 0.232, 0.226, 0.233, 0.217, 1.605, -0.644, -0.629, 0.564, -0.702, -0.392, -0.423, -0.402, 0.187, 0.243, 0.210, 0.199, 0.226, 0.200, 0.208, 0.203, 0.201, -0.424, -0.404, -0.388, 0.248, 0.568, -0.727, 0.229, 0.206, 0.205, 0.206, -0.798, 0.332, -0.781, -0.233, 0.382, 0.418, 0.442, 0.386]}

---

Entry 2:
{"formula": "C18H31N2O3S2", "method": "the ωB97M-V functional and the def2-TZVPD basis", "e_homo_ev": -10.284, "orbital_gap_ev": 5.022, "energy_ha": -1835.73753, "multiplicity": 1, "total_charge": 1, "largest_force_ev_per_a": 0.61, "species": ["C", "C", "C", "S", "C", "C", "C", "C", "C", "O", "C", "O", "C", "C", "C", "C", "C", "C", "C", "C", "N", "S", "N", "C", "H", "H", "H", "H", "H", "H", "H", "H", "H", "H", "H", "H", "H", "H", "H", "H", "H", "H", "H", "H", "H", "H", "H", "H", "H", "H", "H", "H", "O", "H", "H", "H"], "coordinates": [[5.592, 2.462, -0.182], [4.217, 1.872, -0.257], [3.897, 0.714, -0.892], [5.182, -0.192, -1.725], [2.541, 0.181, -0.943], [2.194, -1.110, -1.628], [1.966, -2.280, -0.651], [0.516, -2.547, -0.222], [0.220, -4.025, -0.054], [-1.202, -4.257, -0.086], [1.545, 0.862, -0.338], [0.249, 0.422, -0.404], [-0.518, 1.109, -1.392], [-1.999, 0.832, -1.198], [-2.743, 1.314, -2.458], [-2.540, 1.528, 0.069], [-2.881, 0.644, 1.285], [-1.899, -0.513, 1.570], [-3.002, 1.534, 2.534], [1.827, 2.051, 0.370], [0.949, 2.813, 1.030], [1.797, 4.035, 1.641], [3.259, 3.681, 1.115], [3.159, 2.550, 0.412], [6.189, 2.174, -1.042], [5.516, 3.546, -0.144], [6.082, 2.130, 0.734], [6.021, -0.332, -0.692], [1.325, -0.966, -2.271], [3.009, -1.404, -2.278], [2.551, -2.066, 0.245], [2.393, -3.182, -1.089], [-0.198, -2.121, -0.928], [0.335, -2.044, 0.730], [0.606, -4.388, 0.899], [0.674, -4.604, -0.859], [-1.441, -4.756, 0.696], [-0.187, 0.796, -2.385], [-0.343, 2.186, -1.308], [-2.140, -0.248, -1.119], [-3.644, 0.730, -2.633], [-2.119, 1.238, -3.348], [-3.027, 2.361, -2.364], [-1.858, 2.322, 0.375], [-3.469, 2.030, -0.214], [-3.883, 0.229, 1.113], [-2.468, -1.430, 1.768], [-1.335, -0.312, 2.477], [-1.218, -0.739, 0.761], [-2.200, 2.270, 2.548], [-3.960, 2.052, 2.578], [-2.914, 0.951, 3.452], [-4.988, -2.404, 1.714], [-4.963, -3.129, 2.372], [-5.779, -1.836, 1.822], [-4.892, -2.732, 0.795]], "forces_ev_per_angstrom": [[-0.2, 0.1, -0.1], [0.2, 0.4, 0.2], [-0.2, -0.6, 0.0], [0.0, -0.3, -0.2], [0.5, 0.0, -0.2], [0.1, -0.3, -0.2], [0.0, 0.1, 0.2], [0.1, 0.1, 0.2], [-0.2, 0.0, 0.1], [-0.2, 0.2, 0.1], [-0.4, 0.1, -0.1], [-0.1, 0.0, 0.1], [-0.1, 0.1, 0.0], [-0.1, 0.3, -0.2], [0.2, 0.1, 0.1], [-0.4, -0.3, -0.1], [0.4, 0.2, 0.3], [-0.6, -0.1, 0.1], [-0.2, -0.2, 0.0], [0.0, 0.4, 0.2], [0.0, 0.0, 0.0], [-0.2, 0.0, 0.0], [0.2, 0.1, 0.0], [-0.2, -0.2, 0.0], [0.1, 0.0, 0.0], [0.1, 0.1, 0.1], [0.2, 0.0, 0.0], [0.0, 0.1, 0.1], [-0.1, 0.0, 0.1], [0.1, 0.1, -0.1], [0.2, -0.2, 0.0], [0.0, -0.1, -0.1], [0.1, -0.1, -0.2], [-0.1, 0.0, -0.1], [0.2, -0.1, 0.0], [0.0, 0.0, -0.1], [0.1, -0.2, 0.0], [0.0, -0.1, 0.0], [0.0, 0.1, 0.0], [0.1, -0.1, 0.0], [-0.1, 0.0, 0.0], [0.0, -0.1, -0.1], [0.0, 0.1, 0.0], [0.2, -0.1, 0.0], [0.0, 0.1, 0.1], [0.0, -0.2, -0.2], [0.1, -0.1, 0.1], [0.3, 0.1, -0.1], [0.0, 0.1, 0.0], [0.0, 0.0, 0.0], [0.0, 0.2, -0.1], [-0.1, -0.1, 0.0], [-0.1, 0.0, 0.0], [0.0, 0.0, 0.0], [0.0, 0.1, 0.0], [0.1, 0.0, 0.0]], "nbo_charge": [-0.663, 0.075, -0.184, 0.009, -0.024, -0.428, -0.393, -0.407, -0.059, -0.745, 0.248, -0.545, -0.049, -0.233, -0.604, -0.404, -0.197, -0.616, -0.605, 0.124, -0.652, 0.976, -0.609, 0.060, 0.235, 0.239, 0.229, 0.138, 0.215, 0.237, 0.209, 0.208, 0.206, 0.203, 0.166, 0.170, 0.462, 0.175, 0.185, 0.195, 0.208, 0.214, 0.211, 0.227, 0.204, 0.138, 0.155, 0.218, 0.246, 0.224, 0.206, 0.200, -0.754, 0.582, 0.584, 0.588]}

---

Entry 3:
{"formula": "C18H31N3O3P", "method": "the ωB97M-V functional and the def2-TZVPD basis", "e_homo_ev": -10.401, "orbital_gap_ev": 2.525, "energy_ha": -1435.21355, "multiplicity": 1, "total_charge": 1, "largest_force_ev_per_a": 10.37, "species": ["C", "C", "C", "C", "C", "C", "C", "N", "P", "N", "C", "O", "O", "C", "H", "H", "H", "H", "H", "H", "H", "H", "H", "H", "H", "H", "H", "C", "C", "C", "C", "C", "C", "N", "O", "C", "C", "C", "H", "H", "H", "H", "H", "H", "H", "H", "H", "H", "H", "H", "H", "H", "H", "H", "H", "H"], "coordinates": [[1.552, -2.844, 2.826], [0.199, -2.090, 2.405], [0.174, -0.693, 1.682], [-1.216, -0.055, 1.307], [-2.553, -0.816, 1.618], [-2.555, -2.225, 2.316], [-3.984, -2.882, 2.585], [-4.031, -4.372, 2.554], [-3.262, -5.078, 1.132], [-3.816, -4.370, -0.215], [-3.613, -4.991, 3.812], [-4.164, -4.754, 4.925], [-2.556, -5.979, 3.849], [-1.176, -2.803, 2.702], [1.993, -3.362, 1.889], [1.254, -3.707, 3.534], [2.335, -2.162, 3.302], [1.160, -0.166, 1.433], [-1.229, 0.972, 0.787], [-3.525, -0.287, 1.318], [-4.302, -2.563, 3.646], [-4.761, -2.429, 1.868], [-1.836, -4.937, 1.114], [-3.532, -6.494, 1.181], [-4.275, -5.157, -0.726], [-1.864, -5.635, 4.458], [-1.116, -3.830, 3.210], [1.016, 4.077, -0.450], [2.144, 3.078, -0.844], [3.242, 3.801, -1.667], [2.833, 4.111, -3.102], [2.324, 2.857, -3.801], [1.198, 2.140, -3.021], [1.549, 1.915, -1.581], [2.430, 0.902, -1.535], [-0.105, 2.973, -3.127], [0.846, 0.818, -3.755], [2.775, 2.673, 0.514], [1.070, 4.368, 0.602], [1.057, 5.001, -1.031], [0.020, 3.644, -0.568], [4.146, 3.180, -1.697], [3.528, 4.735, -1.166], [2.068, 4.895, -3.119], [3.691, 4.508, -3.649], [1.972, 3.125, -4.803], [3.168, 2.172, -3.952], [-0.900, 2.540, -2.513], [-0.468, 2.993, -4.157], [0.023, 4.016, -2.837], [1.711, 0.162, -3.878], [0.470, 1.022, -4.760], [0.069, 0.264, -3.219], [2.057, 2.139, 1.144], [3.106, 3.556, 1.066], [3.660, 2.043, 0.394]], "forces_ev_per_angstrom": [[-1.1, -0.5, -0.7], [-2.9, 1.6, -0.9], [-3.4, -2.2, 0.9], [0.3, -3.5, 1.7], [3.3, -0.9, 0.6], [3.1, 2.6, -1.2], [-0.1, 1.6, 0.9], [2.9, -1.6, 1.1], [-1.0, 0.7, -2.8], [0.3, -1.9, 1.3], [-1.6, 0.4, 4.8], [2.1, -0.3, -4.9], [-0.9, 1.9, -1.4], [0.0, 2.5, -1.4], [-0.6, 1.0, 1.5], [0.6, 1.5, -1.0], [-1.2, -0.9, -0.7], [-1.6, -0.9, 0.5], [-0.1, -1.8, 1.0], [1.6, -1.1, 0.5], [0.4, -0.6, -1.6], [1.4, -1.0, 0.9], [-0.7, -0.1, 0.9], [0.3, 0.9, 0.6], [0.1, 1.1, 0.3], [-0.9, -0.4, -0.2], [-0.1, 1.8, -0.9], [-0.5, 0.2, -0.2], [-1.3, 1.8, 3.5], [0.5, -0.3, -1.4], [-0.4, 0.0, 0.2], [1.3, 0.5, 0.5], [-3.8, -0.5, -2.0], [9.4, -3.6, -2.5], [-5.3, 3.9, 0.7], [0.0, 0.5, 0.4], [0.6, -0.4, 0.5], [0.4, -0.9, -0.3], [0.3, -0.2, -0.2], [-0.1, -0.2, 0.0], [0.1, 0.1, -0.1], [-0.2, -0.2, 0.2], [-0.4, -0.4, 0.3], [0.1, -0.1, 0.0], [0.0, 0.0, 0.0], [-0.4, -0.3, 0.3], [-0.2, -0.2, 0.2], [0.1, 0.0, -0.1], [0.3, -0.2, 0.1], [0.0, -0.1, 0.1], [-0.1, 0.1, 0.2], [0.1, 0.3, 0.3], [0.1, 0.1, 0.0], [0.0, 0.1, -0.1], [-0.3, 0.0, -0.4], [-0.2, 0.0, -0.1]], "nbo_charge": [-0.656, -0.008, -0.255, -0.224, -0.209, -0.052, -0.271, -0.755, 1.416, -1.298, 0.880, -0.548, -0.737, -0.175, 0.233, 0.228, 0.237, 0.207, 0.207, 0.235, 0.265, 0.260, -0.042, -0.016, 0.372, 0.509, 0.199, -0.638, 0.091, -0.388, -0.419, -0.393, 0.098, 0.279, -0.083, -0.639, -0.619, -0.615, 0.249, 0.228, 0.231, 0.230, 0.261, 0.217, 0.260, 0.261, 0.230, 0.234, 0.250, 0.224, 0.237, 0.247, 0.244, 0.238, 0.249, 0.234]}

---

Entry 4:
{"formula": "C18H31N3O7S4", "method": "the ωB97M-V functional and the def2-TZVPD basis", "e_homo_ev": -8.931, "orbital_gap_ev": 8.475, "energy_ha": -2988.13207, "multiplicity": 1, "total_charge": 0, "largest_force_ev_per_a": 0.87, "relative_energy_ev": 0.000, "species": ["C", "C", "O", "N", "C", "C", "C", "C", "C", "C", "C", "S", "C", "C", "N", "S", "N", "C", "H", "H", "H", "H", "H", "H", "H", "H", "H", "H", "H", "H", "H", "H", "H", "O", "S", "O", "O", "C", "C", "C", "H", "H", "H", "H", "H", "H", "H", "H", "O", "S", "O", "O", "C", "C", "C", "H", "H", "H", "H", "H", "H", "H", "H"], "coordinates": [[-2.372, -0.182, 1.704], [-3.696, -0.475, 1.031], [-3.991, 0.082, 0.002], [-4.607, -1.430, 1.608], [-4.841, -1.307, 3.059], [-4.351, -2.762, 1.148], [-3.240, -3.484, 1.444], [-3.001, -4.794, 0.918], [-1.713, -5.505, 1.266], [-0.744, -5.666, 0.091], [0.163, -4.472, -0.180], [-0.735, -3.084, -0.931], [-3.909, -5.388, 0.110], [-5.097, -4.691, -0.211], [-6.100, -5.130, -0.981], [-7.192, -3.947, -0.993], [-6.492, -2.858, -0.068], [-5.323, -3.379, 0.312], [-2.512, 0.309, 2.664], [-1.818, 0.501, 1.066], [-1.787, -1.086, 1.850], [-5.782, -0.786, 3.228], [-4.038, -0.785, 3.575], [-4.929, -2.300, 3.495], [-2.498, -3.052, 2.100], [-1.211, -4.975, 2.076], [-1.975, -6.494, 1.643], [-1.301, -5.930, -0.811], [-0.080, -6.512, 0.286], [0.943, -4.779, -0.875], [0.668, -4.168, 0.735], [-0.024, -2.074, -0.423], [-3.740, -6.374, -0.301], [1.581, 3.194, -0.803], [0.779, 4.002, -1.676], [-0.153, 4.928, -1.115], [0.046, 3.055, -2.713], [-0.707, 1.938, -2.175], [-2.048, 2.342, -1.604], [1.814, 4.842, -2.824], [-0.089, 1.425, -1.436], [-0.835, 1.266, -3.021], [-1.934, 2.957, -0.713], [-2.615, 1.452, -1.334], [-2.616, 2.918, -2.335], [2.502, 4.127, -3.265], [2.355, 5.600, -2.262], [1.187, 5.306, -3.580], [8.093, 3.668, 1.414], [7.394, 4.507, 0.488], [6.502, 5.511, 0.979], [6.641, 3.589, -0.563], [5.793, 2.533, -0.045], [4.464, 3.043, 0.469], [8.533, 5.243, -0.632], [6.343, 1.982, 0.719], [5.649, 1.866, -0.893], [4.594, 3.648, 1.366], [3.814, 2.203, 0.710], [3.971, 3.656, -0.279], [9.189, 4.471, -1.024], [9.101, 5.977, -0.064], [7.975, 5.729, -1.427]], "forces_ev_per_angstrom": [[-0.1, 0.3, 0.0], [-0.4, 0.3, -0.5], [0.1, -0.4, 0.2], [0.6, 0.0, 0.6], [-0.1, -0.2, -0.3], [-0.4, 0.2, -0.2], [0.0, 0.0, 0.0], [0.3, 0.2, 0.3], [-0.1, 0.1, -0.1], [0.1, -0.1, 0.0], [0.3, -0.2, -0.1], [-0.3, 0.1, 0.0], [-0.1, -0.2, -0.2], [-0.1, 0.1, 0.0], [-0.1, 0.2, 0.0], [0.0, -0.3, -0.1], [0.0, 0.1, 0.1], [-0.1, -0.1, -0.2], [0.0, -0.1, 0.1], [0.0, 0.0, 0.0], [0.0, -0.1, 0.1], [0.0, 0.1, 0.1], [0.0, 0.0, 0.1], [0.0, 0.0, 0.0], [0.1, 0.0, 0.0], [0.0, 0.0, 0.1], [0.1, -0.1, 0.0], [0.0, 0.0, 0.0], [0.0, 0.0, 0.1], [0.0, 0.0, 0.0], [-0.1, 0.1, 0.1], [0.2, 0.0, 0.0], [0.0, -0.1, 0.0], [-0.1, 0.0, 0.1], [0.0, -0.1, -0.2], [0.0, 0.0, 0.1], [0.0, 0.1, 0.0], [-0.2, -0.4, 0.1], [0.1, 0.2, 0.0], [0.0, 0.0, 0.0], [0.1, 0.1, 0.0], [0.1, 0.1, -0.1], [0.0, 0.0, 0.0], [0.0, 0.0, 0.0], [0.0, 0.0, 0.0], [0.0, 0.0, 0.0], [0.0, 0.0, 0.0], [0.0, 0.0, 0.0], [0.0, 0.0, 0.1], [0.0, 0.0, -0.2], [0.0, 0.0, 0.1], [0.0, 0.1, -0.1], [-0.2, -0.3, 0.1], [0.2, 0.2, 0.1], [0.0, 0.0, 0.0], [0.1, 0.1, 0.0], [0.1, 0.1, -0.1], [0.0, 0.0, 0.0], [0.0, 0.0, -0.1], [-0.1, 0.0, -0.1], [0.0, 0.0, 0.0], [0.0, 0.0, 0.0], [0.0, 0.0, 0.0]], "nbo_charge": [-0.735, 0.731, -0.524, -0.526, -0.406, 0.144, -0.213, 0.018, -0.428, -0.399, -0.511, -0.045, -0.214, 0.083, -0.616, 0.965, -0.606, 0.135, 0.234, 0.241, 0.227, 0.208, 0.187, 0.208, 0.210, 0.205, 0.225, 0.211, 0.216, 0.216, 0.214, 0.124, 0.223, -0.956, 2.391, -0.932, -0.725, -0.075, -0.657, -0.889, 0.193, 0.198, 0.222, 0.250, 0.217, 0.249, 0.256, 0.255, -0.943, 2.389, -0.935, -0.728, -0.077, -0.638, -0.887, 0.199, 0.192, 0.224, 0.223, 0.224, 0.250, 0.254, 0.251]}